Here is an isolated ion of composition C4H4ClN2O2 and charge -1 at a distorted geometry from OMol25. Energies are from ωB97M-V/def2-TZVPD.

```
13
Properties=species:S:1:pos:R:3:nbo_charge:R:1
C 0.1718 0.1929 1.3329 0.5237
C -2.1991 1.9365 -0.7404 0.1557
C -0.1860 0.3488 -1.0532 0.7709
C 0.9021 -1.6302 -0.0317 -0.4272
N -1.3325 1.0607 -0.9309 -0.6386
N 0.3182 -0.3567 0.1416 -0.4824
O 0.4875 -0.4006 2.3829 -0.6668
O 0.2342 -0.0005 -2.1523 -0.6411
Cl -1.1947 3.5718 -0.2939 -0.4223
H -0.0709 -2.3006 0.0217 0.1925
H 1.5548 -1.9295 -0.9242 0.2363
H 1.5419 -1.8121 0.8792 0.2306
H -0.2272 1.3194 1.3683 0.1687
```

## Properties
E_HOMO   -4.05 eV
LUMO energy   3.57 eV
Energy above the lowest of the compared OMol25 structures with the same formula, charge and spin   32.7 kcal per mole
Gap between HOMO and LUMO   7.6 eV
Net charge   -1
2S+1   1



Here is a 18-piece molecular cluster, C70H163N5O41 overall at a distorted geometry from OMol25. Energies are from ωB97M-V/def2-TZVPD.

```
279
Properties=species:S:1:pos:R:3:lowdin_charge:R:1
C -17.1930 -10.6347 -17.5356 -0.0549
C -18.4701 -9.9542 -17.8962 -0.1973
O -18.6713 -8.7238 -17.1683 0.0266
C -19.0277 -8.7696 -15.8969 -0.6107
O -19.3032 -9.7628 -15.3001 0.1402
O -19.1324 -7.5229 -15.3972 -0.0154
C -19.6156 -7.2946 -14.0603 -0.0060
H -17.0500 -11.4781 -18.2111 0.0927
H -17.3464 -10.9443 -16.5018 0.0761
H -16.3461 -9.9510 -17.5934 0.0623
H -19.3549 -10.5808 -17.7838 0.1266
H -18.5096 -9.6267 -18.9351 0.0980
H -19.0010 -7.6727 -13.2434 0.0836
H -20.5667 -7.8090 -13.9227 0.0720
H -19.8860 -6.2543 -13.8792 0.0967
C -23.5390 -9.1019 -14.2090 -0.0570
C -23.3068 -8.2744 -12.9854 -0.2138
O -22.8151 -7.0297 -13.4727 0.0054
C -23.0727 -5.9142 -12.7916 -0.5130
O -23.5364 -5.8287 -11.6232 0.0706
O -22.6835 -4.8417 -13.5517 -0.0387
C -22.8823 -3.5599 -12.9848 -0.0399
H -24.3368 -8.7282 -14.8510 0.0691
H -23.8418 -10.0960 -13.8802 0.0967
H -22.6346 -9.1815 -14.8122 0.0719
H -22.4764 -8.7278 -12.4440 0.1305
H -24.1510 -8.2441 -12.2966 0.1241
H -22.2632 -3.5144 -12.0889 0.0992
H -23.9143 -3.4355 -12.6568 0.1014
H -22.4438 -2.8304 -13.6658 0.0804
C -23.5836 -5.6123 -16.8263 -0.0275
C -22.5876 -4.4653 -17.0420 -0.2085
O -21.3138 -4.8284 -17.5278 0.0172
C -20.4198 -3.8595 -17.9549 -0.4297
O -20.5728 -2.6517 -17.9029 0.1092
O -19.2731 -4.4481 -18.5386 -0.0285
C -18.9928 -5.8630 -18.4517 -0.0314
H -23.1283 -6.4140 -16.2449 0.0743
H -23.9674 -6.0208 -17.7612 0.0589
H -24.4755 -5.2924 -16.2876 0.0661
H -22.4218 -4.0226 -16.0599 0.1087
H -22.9944 -3.7194 -17.7248 0.1022
H -19.0443 -6.2314 -17.4271 0.0681
H -17.9997 -6.0999 -18.8335 0.0743
H -19.6978 -6.4651 -19.0249 0.0907
C -27.6982 -6.2051 -12.1154 -0.0394
C -26.4372 -6.1468 -12.9870 -0.1974
O -26.5780 -5.3435 -14.1739 0.0297
C -26.9963 -5.9770 -15.2835 -0.5470
O -27.0178 -7.2003 -15.4231 0.0908
O -27.1269 -5.0986 -16.2804 -0.0203
C -27.5032 -5.4248 -17.6367 0.0028
H -28.4642 -6.9257 -12.4020 0.0744
H -28.1586 -5.2178 -12.0801 0.0834
H -27.4018 -6.5303 -11.1182 0.0802
H -25.8382 -7.0439 -13.1433 0.1096
H -25.7259 -5.5211 -12.4477 0.1000
H -26.6932 -6.0838 -17.9491 0.0756
H -27.6103 -4.5468 -18.2737 0.0867
H -28.4159 -6.0149 -17.7195 0.0988
C -13.9753 -5.2406 -18.6574 -0.0467
C -15.1284 -5.3478 -17.6622 -0.2066
O -14.6522 -4.8633 -16.3979 -0.0241
C -14.7332 -3.4709 -16.1877 -0.4982
O -15.1306 -2.6273 -17.0071 0.0956
O -14.3985 -3.1502 -14.9514 0.0122
C -13.7702 -4.0026 -14.0056 -0.0362
H -13.5433 -4.2425 -18.7307 0.0851
H -14.3538 -5.4247 -19.6629 0.0650
H -13.1856 -5.9685 -18.4713 0.0565
H -15.4248 -6.3937 -17.5830 0.1092
H -15.9888 -4.8075 -18.0568 0.1057
H -13.4391 -4.9697 -14.3840 0.0912
H -14.4644 -4.1150 -13.1728 0.0762
H -12.8469 -3.5778 -13.6119 0.0964
C -25.0193 -0.0824 -20.6975 -0.0277
C -24.9060 -1.4589 -20.0098 -0.2099
O -24.4787 -2.4184 -20.9718 0.0474
C -24.3771 -3.6884 -20.5821 -0.5742
O -24.5717 -4.0830 -19.4590 0.1122
O -24.1094 -4.4504 -21.6499 0.0106
C -23.8561 -5.8474 -21.4210 -0.0252
H -25.3991 -0.3752 -21.6763 0.0806
H -24.0537 0.4145 -20.7909 0.0813
H -25.7206 0.5511 -20.1543 0.0602
H -25.7980 -1.7690 -19.4655 0.1036
H -24.2011 -1.2963 -19.1945 0.1115
H -23.0500 -5.9203 -20.6910 0.0833
H -23.4326 -6.4381 -22.2334 0.0928
H -24.7572 -6.3152 -21.0243 0.0929
C -18.9221 4.0767 -12.8979 -0.0498
C -19.8251 3.0489 -13.5860 -0.2528
O -19.2575 2.5437 -14.7696 -0.0025
C -18.3328 1.4999 -14.6724 -0.5136
O -18.1566 0.7344 -13.6930 0.0795
O -17.7227 1.4473 -15.8268 0.0083
C -16.7424 0.4577 -16.0197 -0.0326
H -17.8870 3.7369 -12.8654 0.0773
H -19.2290 4.2378 -11.8644 0.0782
H -18.9136 5.0088 -13.4630 0.0770
H -20.7893 3.4823 -13.8516 0.1063
H -20.1202 2.2220 -12.9401 0.1181
H -16.2080 0.5983 -16.9593 0.0923
H -17.2501 -0.5068 -16.0355 0.0868
H -15.9973 0.3814 -15.2278 0.1040
C -15.6609 -0.7956 -19.7833 -0.0492
C -16.7998 -1.8299 -19.7816 -0.2246
O -16.3188 -3.0915 -20.2423 -0.0145
C -16.1912 -3.4006 -21.6098 -0.4783
O -15.6876 -4.4438 -21.9565 0.1194
O -16.9033 -2.4517 -22.3112 -0.0474
C -17.1820 -2.5311 -23.7182 -0.0158
H -15.3573 -0.6495 -20.8199 0.0730
H -14.7620 -1.0333 -19.2145 0.0679
H -16.0648 0.1339 -19.3821 0.0665
H -17.6766 -1.4316 -20.2921 0.0974
H -17.1934 -2.0101 -18.7813 0.1064
H -16.6151 -3.3643 -24.1336 0.0929
H -16.8908 -1.5860 -24.1766 0.0984
H -18.2124 -2.8560 -23.8626 0.0737
C -30.5556 0.3968 -15.8369 -0.0613
C -29.7590 -0.5263 -16.7409 -0.2377
O -28.5015 -0.7401 -16.1469 0.0301
C -27.6254 -1.4935 -16.8396 -0.5977
O -27.7890 -2.0248 -17.9282 0.1049
O -26.6458 -1.6533 -16.0125 0.0295
C -25.4414 -2.3206 -16.4018 -0.0083
H -30.5899 0.1101 -14.7858 0.0799
H -31.6104 0.4431 -16.1076 0.0760
H -30.1984 1.4249 -15.8960 0.0690
H -29.5979 -0.0366 -17.7012 0.1156
H -30.3006 -1.4403 -16.9848 0.1275
H -25.6263 -3.0202 -17.2170 0.0751
H -25.0415 -2.8074 -15.5124 0.0997
H -24.7808 -1.5757 -16.8456 0.0772
C -16.8166 -7.1360 -11.8063 -0.1196
O -16.3335 -7.8352 -12.9109 -0.1823
C -15.5435 -7.0834 -13.7843 -0.2259
C -15.0672 -8.0291 -14.8930 -0.1493
N -14.3709 -9.2500 -14.3393 -0.0293
C -14.1936 -10.3486 -15.3071 -0.2196
C -13.2485 -10.0639 -16.4357 -0.1962
O -13.8769 -9.1490 -17.3686 -0.2070
C -13.0609 -8.7582 -18.4215 -0.1300
H -17.3321 -7.8513 -11.1654 0.0965
H -17.5323 -6.3783 -12.1251 0.0708
H -16.0723 -6.5994 -11.2178 0.0861
H -14.6727 -6.7023 -13.2508 0.1121
H -16.0512 -6.2151 -14.2044 0.1056
H -14.5017 -7.5379 -15.6848 0.0995
H -16.0344 -8.3074 -15.3116 0.1059
H -14.7302 -9.6287 -13.4747 0.0988
H -15.1395 -10.8292 -15.5569 0.1011
H -13.6955 -11.1350 -14.7400 0.1162
H -12.9896 -11.0150 -16.9010 0.1199
H -12.3158 -9.7406 -15.9735 0.1269
H -13.5763 -8.1838 -19.1912 0.0728
H -12.4959 -9.5846 -18.8527 0.0881
H -12.2787 -8.1059 -18.0334 0.0835
C -22.5028 -0.4677 -15.6370 -0.0658
O -23.0726 0.7409 -16.2121 -0.2298
C -23.2850 1.9072 -15.4202 -0.2029
C -24.0173 3.0928 -16.0379 -0.2204
N -25.4512 2.9965 -16.2994 -0.0493
C -25.6494 1.9957 -17.3742 -0.1753
C -27.0934 2.1141 -17.9370 -0.2165
O -27.2145 3.2895 -18.7152 -0.1887
C -28.4174 4.0204 -18.6493 -0.1084
H -23.1103 -0.9369 -14.8631 0.0711
H -21.5171 -0.1370 -15.3097 0.0857
H -22.4721 -1.1224 -16.5079 0.0730
H -22.3536 2.2442 -14.9654 0.0972
H -23.8977 1.6677 -14.5511 0.1231
H -23.5088 3.4451 -16.9354 0.1178
H -23.9478 3.8666 -15.2733 0.1184
H -25.7076 3.9127 -16.6385 0.1017
H -25.5277 0.9975 -16.9535 0.1057
H -24.9182 2.1660 -18.1643 0.1150
H -27.7923 1.9789 -17.1115 0.1089
H -27.4081 1.2827 -18.5677 0.1051
H -28.2497 4.9351 -19.2179 0.0872
H -28.6015 4.3097 -17.6146 0.0845
H -29.3044 3.5211 -19.0391 0.0833
C -16.2854 -7.9256 -20.4297 -0.0928
O -17.4360 -8.1581 -21.2156 -0.1945
C -17.4747 -9.4609 -21.8182 -0.2212
C -18.7991 -9.6649 -22.5325 -0.1703
N -19.8866 -9.9135 -21.5176 -0.0242
C -21.1909 -9.7152 -22.1291 -0.2145
C -22.1699 -9.6454 -20.9884 -0.1932
O -21.9300 -8.4930 -20.1426 -0.2261
C -22.7621 -8.4274 -18.9942 -0.0890
H -15.3890 -7.9064 -21.0494 0.0959
H -16.2623 -8.7703 -19.7412 0.0732
H -16.3511 -7.0186 -19.8288 0.0657
H -17.3214 -10.2506 -21.0827 0.1126
H -16.6297 -9.6632 -22.4762 0.1195
H -18.4720 -10.4516 -23.2124 0.1133
H -19.0187 -8.8625 -23.2368 0.1083
H -19.8224 -9.3022 -20.7162 0.0773
H -21.4388 -10.4927 -22.8517 0.1259
H -21.2127 -8.7939 -22.7111 0.0915
H -22.2014 -10.4843 -20.2931 0.1180
H -23.1629 -9.4897 -21.4100 0.1191
H -23.7401 -8.0366 -19.2751 0.0682
H -22.3080 -7.8838 -18.1656 0.0841
H -22.8819 -9.4492 -18.6341 0.0735
C -17.8491 -4.1326 -15.1892 -0.1063
O -17.2275 -3.8875 -13.9657 -0.1816
C -17.4960 -2.6369 -13.3966 -0.2220
C -16.7700 -2.3627 -12.0934 -0.1724
N -17.3903 -3.1979 -11.0531 -0.0468
C -16.8964 -2.8486 -9.7305 -0.2144
C -17.4822 -3.7527 -8.6329 -0.2072
O -16.9753 -5.0763 -8.7999 -0.2329
C -17.1972 -5.9241 -7.6986 -0.1024
H -18.9247 -4.0124 -15.0597 0.0884
H -17.7217 -5.1473 -15.5663 0.0793
H -17.5575 -3.5329 -16.0514 0.0868
H -18.5770 -2.5862 -13.2659 0.1218
H -17.2626 -1.8294 -14.0905 0.0992
H -16.7967 -1.3060 -11.8274 0.1246
H -15.7363 -2.6624 -12.2658 0.1019
H -17.1330 -4.1613 -11.2138 0.0850
H -17.2900 -1.8522 -9.5300 0.1183
H -15.8080 -2.8534 -9.6718 0.1187
H -18.5683 -3.7995 -8.7118 0.1231
H -17.1488 -3.3765 -7.6657 0.1154
H -16.6660 -5.4874 -6.8530 0.0882
H -16.8782 -6.9182 -8.0117 0.0887
H -18.2806 -5.9460 -7.5809 0.0864
C -19.5914 -5.6532 -21.9967 -0.1050
O -19.2954 -5.5907 -23.3825 -0.1770
C -20.4594 -5.9127 -24.1857 -0.1861
C -19.9036 -6.0953 -25.5944 -0.2426
N -19.6620 -4.7987 -26.1705 -0.0709
C -18.9764 -4.9778 -27.4672 -0.1729
C -18.6191 -3.5363 -28.0050 -0.2066
O -17.5287 -3.0351 -27.2810 -0.2014
C -17.2344 -1.7008 -27.5901 -0.1235
H -19.9926 -6.5982 -21.6303 0.0705
H -20.2304 -4.8513 -21.6270 0.0731
H -18.6438 -5.7200 -21.4620 0.0798
H -21.2028 -5.1163 -24.2200 0.1251
H -20.8898 -6.8673 -23.8832 0.0941
H -20.5790 -6.6704 -26.2277 0.1185
H -18.9776 -6.6702 -25.5832 0.1149
H -19.0313 -4.3290 -25.5367 0.0865
H -19.6632 -5.5699 -28.0720 0.1128
H -18.1309 -5.6399 -27.2807 0.1105
H -19.4843 -2.8765 -27.9400 0.1254
H -18.2396 -3.7737 -28.9988 0.1144
H -16.2922 -1.5084 -27.0770 0.0862
H -17.9401 -1.0138 -27.1231 0.0882
H -17.1182 -1.4643 -28.6478 0.0876
C -20.3764 -2.1285 -21.6927 -0.1303
O -19.7912 -0.7966 -21.7382 -0.1270
H -20.2106 -2.5537 -22.6826 0.0639
H -19.8103 -2.7534 -21.0020 0.0582
H -21.4449 -2.2404 -21.5089 0.0717
H -19.8112 -0.4293 -20.8515 0.0044
C -20.2039 0.6424 -18.0929 -0.1171
O -19.8915 -0.2542 -19.1406 -0.1241
H -19.8393 0.2935 -17.1267 0.0737
H -19.8872 1.6690 -18.2770 0.0919
H -21.2671 0.8461 -17.9658 0.0670
H -20.0826 -1.1317 -18.8014 0.0308
C -26.4238 -9.0257 -18.3509 -0.1762
O -25.4985 -9.0490 -17.3093 -0.1276
H -27.4737 -8.9654 -18.0642 0.0838
H -26.1947 -8.1827 -19.0028 0.0558
H -26.2881 -9.9522 -18.9089 0.0821
H -25.8350 -8.5466 -16.5636 0.0297
C -22.5078 -11.7229 -16.2050 -0.1585
O -22.7186 -12.9774 -15.5426 -0.1128
H -22.2910 -11.7762 -17.2719 0.0702
H -23.2866 -10.9652 -16.1192 0.0541
H -21.6674 -11.2913 -15.6613 0.0660
H -21.9342 -13.4877 -15.7567 0.0708
```

## Properties
E_HOMO   -8.45 eV
LUMO energy   0.56 eV
Gap between HOMO and LUMO   9.0 eV
Net charge   0
2S+1   1